Computed, not measured: a molecular structure, C2H5N3S2 at a distorted geometry, with the ωB97M-V functional and the def2-TZVPD basis.

## Properties
- multiplicity = 1
- DFT total energy (Eh) = -1039.8027
- charge = 0
- Kohn-Sham gap (Ha) = 0.343
- highest occupied orbital energy (eV) = -8.9
- LUMO level (eV) = 0.4456

```
12
Properties=species:S:1:pos:R:3:lowdin_charge:R:1
S 1.3292 1.7150 -1.8067 0.93
S -2.1386 1.7628 0.6871 0.59
N 2.6900 1.1756 -2.4558 -0.34
N -2.4041 0.0899 1.1331 -0.41
N 1.2053 0.5256 -0.6379 -0.29
C 2.2002 -0.3034 -0.7957 -0.29
C 3.0652 0.0566 -1.8748 -0.27
H -1.5461 -0.1437 1.5859 -0.02
H 2.2398 -1.2080 -0.0676 0.14
H -2.6068 1.5712 -0.5432 -0.18
H 3.9598 -0.5901 -2.1431 0.12
H -3.2776 -0.1082 1.6273 0.02
```